(1)
Entry from the OMol25 dataset: C22H44Cl2F3N2O12P2S as an isolated structure in a non-equilibrium geometry (the ωB97M-V functional and the def2-TZVPD basis).

Computed properties:
Energy ... -4177.30144 Eh
ΔE to the lowest compared entry with this formula, charge and spin ... 130.6 kcal per mole
Spin multiplicity ... 1
HOMO energy ... -10.90 eV
Charge ... +1
Frontier orbital gap ... 6.19 eV

Each line ends with the Mulliken charge.
Geometry (Å):
C1 1.77 4.56 -5.85  -0.88
C2 2.10 3.48 -4.72  0.61
O1 3.08 3.70 -3.96  -0.52
O2 1.42 2.25 -4.51  -0.25
C3 -0.02 2.37 -4.67  -0.68
C4 -0.75 1.18 -3.84  -0.26
C5 -1.26 1.84 -2.44  -0.45
C6 -1.51 0.80 -1.26  -1.61
C7 -0.38 0.76 -0.08  1.66
P1 -0.95 2.19 1.07  -0.04
N1 -0.97 3.72 0.12  -0.49
O3 0.16 2.36 2.40  -0.41
C8 -0.90 -0.52 0.81  -1.02
C9 0.35 -0.96 1.72  -0.68
N2 1.29 -1.67 0.77  0.40
Cl1 2.91 -1.75 1.50  0.09
C10 0.85 -3.11 0.72  -0.09
C11 1.33 -3.94 2.04  -0.33
O4 0.64 -4.05 3.08  -0.49
C12 1.48 -0.99 -0.56  0.03
Cl2 0.53 -1.79 -1.96  -0.05
P2 3.27 -1.44 -1.08  0.26
O5 3.45 -3.09 -1.45  -0.51
O6 3.49 -0.63 -2.60  -0.43
C13 1.13 0.61 -0.55  -0.51
S1 2.46 1.69 0.13  1.58
O7 2.82 1.41 1.59  -0.64
O8 3.81 1.50 -0.56  -0.65
C14 2.25 3.54 -0.22  0.53
F1 1.80 4.27 0.91  -0.19
F2 3.52 4.15 -0.46  -0.20
F3 1.55 3.80 -1.40  -0.11
H1 0.92 4.19 -6.53  0.29
H2 1.52 5.55 -5.33  0.27
H3 2.71 4.72 -6.47  0.33
H4 -0.32 2.32 -5.78  0.29
H5 -0.37 3.40 -4.28  0.42
H6 -0.01 0.33 -3.69  0.14
H7 -1.69 0.90 -4.41  0.44
H8 -2.28 2.31 -2.71  -0.16
H9 -0.57 2.71 -2.23  0.39
H10 -1.75 -0.22 -1.69  0.28
H11 -2.48 1.13 -0.73  0.44
H12 -1.90 3.68 -0.34  0.20
H13 -1.00 4.48 0.82  0.31
H14 -0.37 2.93 3.02  0.39
H15 -1.80 -0.23 1.47  0.59
H16 -1.29 -1.37 0.14  0.32
H17 -0.08 -1.64 2.54  0.45
H18 0.87 -0.09 2.26  0.42
H19 -0.29 -3.25 0.65  0.34
H20 1.29 -3.72 -0.14  0.37
H21 2.32 -4.51 1.99  0.44
H22 2.81 -3.41 -2.13  0.35
H23 3.41 -1.36 -3.27  0.30
H24 1.15 0.85 -1.69  -0.37
C15 -7.03 0.19 -3.69  -0.63
O9 -7.62 1.01 -2.70  -0.38
C16 -7.00 0.86 -1.42  -0.65
C17 -6.03 2.00 -1.14  -0.56
O10 -4.92 1.97 -2.03  0.02
C18 -5.05 2.92 -3.08  -0.93
H25 -7.36 0.56 -4.67  0.25
H26 -5.94 0.23 -3.66  0.19
H27 -7.36 -0.84 -3.57  0.33
H28 -6.50 -0.11 -1.35  0.30
H29 -7.80 0.88 -0.67  0.40
H30 -5.63 1.87 -0.12  0.36
H31 -6.54 2.97 -1.17  0.40
H32 -4.83 3.92 -2.71  0.30
H33 -6.05 2.91 -3.52  0.47
H34 -4.33 2.66 -3.86  0.18
C19 2.30 -5.45 5.53  -0.48
O11 3.71 -5.35 5.35  -0.41
C20 4.15 -4.01 5.15  -0.12
C21 4.73 -3.42 6.43  -0.65
O12 3.73 -3.28 7.44  -0.38
C22 3.78 -4.32 8.40  -0.74
H35 2.08 -6.44 5.94  0.30
H36 1.93 -4.69 6.23  0.31
H37 1.80 -5.34 4.57  0.08
H38 3.33 -3.39 4.77  0.12
H39 4.93 -4.04 4.39  0.38
H40 5.11 -2.42 6.22  0.37
H41 5.57 -4.02 6.80  0.34
H42 4.61 -4.15 9.10  0.32
H43 3.89 -5.30 7.94  0.33
H44 2.85 -4.31 8.97  0.24



(2)
Entry from the OMol25 dataset: C22H44Hg2O14S5 as an isolated structure in a non-equilibrium geometry (the ωB97M-V functional and the def2-TZVPD basis).

Computed properties:
Energy ... -4214.55248 Eh
ΔE to the lowest compared entry with this formula, charge and spin ... 343.1 kcal per mole
Spin multiplicity ... 1
HOMO energy ... -13.13 eV
Charge ... +2
Frontier orbital gap ... 1.09 eV

Each line ends with the Mulliken charge.
Geometry (Å):
Hg1 -3.22 3.96 1.95  0.47
Hg2 0.30 0.33 5.15  0.57
O1 -0.76 6.66 6.71  -0.34
C1 -1.53 5.58 6.55  0.77
O2 -2.73 5.60 6.91  -0.31
O3 -1.12 4.74 5.76  -0.32
H1 -1.44 7.11 7.21  0.35
C2 -0.47 -0.07 0.17  -0.34
O4 -0.87 0.68 1.27  -0.17
H2 0.23 -0.84 0.50  0.31
H3 -1.22 -0.66 -0.35  0.27
H4 0.01 0.63 -0.52  0.28
C3 2.75 9.51 -0.08  -0.56
C4 3.33 9.65 1.38  -0.59
C5 2.90 8.38 2.22  -0.60
S1 2.15 7.09 1.01  1.00
O5 0.68 7.07 1.10  -0.61
O6 2.72 5.74 0.95  -0.58
C6 2.65 8.03 -0.49  -0.68
H5 3.50 9.95 -0.73  0.32
H6 1.79 10.01 -0.17  0.36
H7 2.84 10.49 1.87  0.24
H8 4.40 9.83 1.34  0.36
H9 2.17 8.51 3.02  0.43
H10 3.79 7.90 2.64  0.34
H11 2.00 7.61 -1.26  0.45
H12 3.67 7.67 -0.62  0.33
C7 7.63 -0.90 0.91  -0.65
C8 6.56 -0.77 -0.06  -0.56
C9 5.77 0.37 0.49  -0.59
S2 5.78 0.24 2.39  1.00
O7 4.55 -0.33 3.01  -0.64
O8 6.24 1.47 2.97  -0.60
C10 7.00 -1.11 2.28  -0.68
H13 8.35 -0.10 0.79  0.31
H14 8.37 -1.70 0.83  0.36
H15 6.09 -1.74 -0.20  0.30
H16 6.96 -0.48 -1.04  0.29
H17 4.74 0.08 0.28  0.28
H18 6.02 1.37 0.12  0.43
H19 6.46 -2.06 2.27  0.33
H20 7.65 -1.14 3.16  0.44
C11 -7.80 -2.20 -0.14  -0.51
C12 -7.04 -1.86 -1.51  -0.64
C13 -8.03 -1.16 -2.59  -0.65
S3 -9.72 -1.20 -1.84  1.11
O9 -10.57 -1.81 -2.81  -0.58
O10 -10.03 0.13 -1.29  -0.59
C14 -9.29 -2.38 -0.39  -0.70
H21 -7.85 -1.45 0.65  0.31
H22 -7.33 -3.14 0.16  0.29
H23 -6.72 -2.78 -2.01  0.29
H24 -6.16 -1.23 -1.42  0.35
H25 -8.13 -1.47 -3.63  0.43
H26 -7.90 -0.08 -2.64  0.29
H27 -9.43 -3.41 -0.74  0.34
H28 -9.98 -2.19 0.43  0.45
C15 -2.79 -7.04 2.26  -0.68
C16 -2.53 -7.39 3.73  -0.64
C17 -1.06 -7.21 3.88  -0.67
S4 -0.54 -5.68 2.99  1.07
O11 0.55 -5.85 2.05  -0.65
O12 -0.56 -4.64 4.02  -0.63
C18 -2.01 -5.77 1.87  -0.57
H29 -3.86 -6.98 2.06  0.36
H30 -2.50 -7.90 1.66  0.32
H31 -3.07 -8.32 3.91  0.35
H32 -2.87 -6.61 4.41  0.28
H33 -0.43 -8.03 3.55  0.40
H34 -0.90 -7.23 4.96  0.39
H35 -1.51 -5.96 0.92  0.30
H36 -2.49 -4.79 1.86  0.38
C19 3.02 -2.29 -6.16  -0.69
C20 1.91 -1.85 -5.13  -0.62
C21 0.54 -2.18 -5.70  -0.67
S5 0.61 -1.67 -7.49  1.06
O13 0.19 -0.24 -7.58  -0.63
O14 -0.08 -2.64 -8.28  -0.60
C22 2.49 -1.69 -7.51  -0.69
H37 3.14 -3.37 -6.24  0.32
H38 3.98 -1.99 -5.74  0.34
H39 2.00 -0.77 -5.00  0.34
H40 2.14 -2.44 -4.25  0.35
H41 -0.16 -1.46 -5.28  0.35
H42 0.43 -3.26 -5.60  0.38
H43 2.82 -0.67 -7.66  0.35
H44 2.80 -2.21 -8.42  0.44



(3)
Entry from the OMol25 dataset: C22H44IInO44S11 as an isolated structure in a non-equilibrium geometry (the ωB97M-V functional and the def2-TZVPD basis).

Computed properties:
Energy ... -9041.86451 Eh
ΔE to the lowest compared entry with this formula, charge and spin ... 63.7 kcal per mole
Spin multiplicity ... 1
HOMO energy ... -14.96 eV
Charge ... +2
Frontier orbital gap ... 2.38 eV

Each line ends with the Mulliken charge.
Geometry (Å):
In1 1.87 3.89 1.98  1.11
I1 0.76 0.50 0.51  0.76
C1 -3.18 3.85 -2.50  -0.33
C2 -2.61 5.31 -2.93  -0.32
O1 -1.37 5.50 -2.17  -0.33
S1 -1.56 4.63 -0.79  0.53
O2 -2.50 5.36 0.03  -0.61
O3 -0.34 4.15 -0.17  -0.24
O4 -2.32 3.42 -1.48  0.00
H1 -3.32 3.09 -3.27  0.35
H2 -4.19 3.93 -2.09  0.17
H3 -3.20 6.20 -2.70  0.28
H4 -2.23 5.34 -3.95  0.26
C3 6.58 0.26 -0.64  -0.39
C4 7.42 1.02 0.44  -0.45
O5 6.72 2.17 0.77  -0.36
S2 5.47 2.47 -0.29  0.82
O6 5.88 3.22 -1.49  -0.52
O7 4.23 2.83 0.38  -0.23
O8 5.29 0.90 -0.69  -0.17
H5 6.58 -0.79 -0.37  0.31
H6 7.15 0.38 -1.56  0.35
H7 8.38 1.39 0.08  0.33
H8 7.84 0.39 1.22  0.29
C5 -1.21 -4.27 0.97  0.25
C6 0.29 -4.43 0.65  1.07
O9 0.49 -5.79 0.81  -0.39
S3 -0.77 -6.65 0.06  1.06
O10 -1.03 -7.87 0.83  -0.52
O11 -0.71 -6.67 -1.42  -0.42
O12 -1.90 -5.41 0.56  -0.42
H9 -1.74 -3.48 0.44  -0.20
H10 -1.36 -4.03 2.02  0.29
H11 0.92 -3.82 1.30  -0.34
H12 0.51 -4.15 -0.38  -0.38
C7 -1.57 -4.23 -5.77  -0.44
C8 -1.14 -5.37 -4.87  -0.34
O13 0.03 -4.96 -4.25  -0.25
S4 0.12 -3.38 -4.25  1.06
O14 1.28 -3.06 -5.07  -0.67
O15 0.01 -2.82 -2.90  -0.49
O16 -1.28 -3.11 -4.99  -0.21
H13 -2.65 -4.09 -5.75  0.26
H14 -1.04 -4.01 -6.70  0.33
H15 -0.95 -6.28 -5.44  0.38
H16 -1.94 -5.56 -4.15  0.23
C9 -3.18 -0.78 -1.23  0.38
C10 -2.03 -0.15 -2.03  1.35
O17 -2.41 0.26 -3.27  -0.13
S5 -3.95 -0.08 -3.70  1.12
O18 -3.95 -1.16 -4.69  -0.50
O19 -4.74 1.13 -4.00  -0.52
O20 -4.28 -0.68 -2.10  -0.44
H17 -3.28 -0.45 -0.20  0.13
H18 -2.84 -1.81 -1.30  0.13
H19 -1.15 -0.79 -1.92  -0.52
H20 -1.73 0.73 -1.46  -0.75
C11 3.51 -2.06 2.51  0.35
C12 3.54 -2.15 4.01  -0.43
O21 3.78 -0.81 4.48  -0.32
S6 4.40 0.17 3.35  0.83
O22 5.79 0.48 3.75  -0.58
O23 3.52 1.31 3.11  -0.38
O24 4.39 -1.04 2.20  -0.19
H21 2.58 -1.78 2.02  -0.33
H22 3.87 -2.95 2.00  0.53
H23 4.37 -2.80 4.30  0.45
H24 2.72 -2.59 4.57  0.07
C13 0.87 2.42 -3.85  -0.21
C14 2.31 1.90 -4.00  0.18
O25 3.17 2.85 -3.51  -0.35
S7 2.39 4.20 -2.77  0.96
O26 3.03 5.41 -3.09  -0.52
O27 1.98 3.99 -1.35  -0.26
O28 1.09 3.82 -3.74  -0.40
H25 0.22 2.11 -3.04  -0.07
H26 0.26 2.03 -4.67  0.50
H27 2.35 1.49 -5.01  0.37
H28 2.16 1.11 -3.27  -0.10
C15 3.44 -1.79 -2.38  0.16
C16 3.18 -2.06 -0.88  1.22
O29 4.12 -3.16 -0.66  -0.31
S8 3.88 -4.26 -1.86  0.94
O30 2.68 -5.07 -1.64  -0.41
O31 5.15 -4.86 -2.28  -0.57
O32 3.43 -3.06 -2.99  -0.33
H29 4.37 -1.25 -2.51  0.27
H30 2.67 -1.15 -2.82  -0.01
H31 2.16 -2.34 -0.66  -0.68
H32 3.43 -1.21 -0.25  -0.16
C17 -0.27 -2.27 4.38  0.16
C18 -1.49 -1.44 4.97  -0.37
O33 -1.23 -0.10 4.72  -0.18
S9 0.39 0.21 4.83  0.80
O34 0.88 -0.06 6.17  -0.59
O35 0.86 1.44 4.10  -0.22
O36 0.69 -1.26 4.01  -0.35
H33 -0.36 -2.79 3.43  -0.24
H34 0.12 -3.07 5.00  0.29
H35 -1.64 -1.56 6.04  0.27
H36 -2.42 -1.70 4.47  0.36
C19 -4.88 1.79 0.89  -0.47
C20 -5.55 0.76 1.79  -0.21
O37 -6.85 0.52 1.21  -0.38
S10 -6.97 1.28 -0.27  1.20
O38 -7.62 2.59 -0.11  -0.56
O39 -7.42 0.45 -1.37  -0.52
O40 -5.31 1.57 -0.41  -0.22
H37 -3.81 1.78 1.08  0.17
H38 -5.17 2.83 1.05  0.42
H39 -5.69 1.03 2.84  0.32
H40 -5.08 -0.22 1.68  0.25
C21 -2.86 4.59 6.25  -0.39
C22 -3.17 5.53 5.10  -0.35
O41 -3.10 4.75 3.87  -0.35
S11 -2.20 3.37 4.13  0.91
O42 -1.14 3.20 3.18  -0.03
O43 -3.23 2.30 4.36  -0.56
O44 -1.69 4.03 5.60  -0.33
H41 -3.63 3.84 6.48  0.26
H42 -2.62 5.11 7.18  0.31
H43 -2.42 6.31 5.01  0.28
H44 -4.12 6.06 5.13  0.36